No. 1
104
Properties=species:S:1:pos:R:3:forces:R:3:mulliken_charge:R:1 method="wB97M-V/def2-TZVPD" total_charge=0 largest_force_ev_per_a=0.6 orbital_gap_ha=0.2981 smiles="CCSCC1=C(CCCCC(F)(F)C(F)(F)S(F)(F)(F)(F)F)C(=O)C([C@H](Br)CC)=C(CCN)C1=O.CCOC(C)=O.CCOC(C)=O.CCOC(C)=O"
C -2.050 7.656 0.565 0.0 0.1 0.0 -0.978
C -2.238 7.318 -0.913 0.3 0.1 -0.1 -0.428
S -2.863 5.660 -1.370 -0.2 0.1 0.0 -0.192
C -2.777 4.644 0.117 0.0 -0.1 0.0 -0.880
C -1.487 3.899 0.360 -0.1 0.2 -0.3 1.202
C -1.418 2.784 1.084 0.0 -0.4 0.1 0.505
C -2.546 2.166 1.860 0.0 -0.2 0.1 -0.981
C -3.051 2.999 3.045 0.1 0.2 0.1 -0.444
C -4.447 2.580 3.505 0.0 -0.2 -0.1 -1.002
C -5.520 3.191 2.595 0.1 0.0 0.0 -0.231
C -6.849 2.488 2.723 -0.1 0.1 -0.2 0.738
F -6.810 1.258 2.161 0.0 -0.1 0.0 -0.296
F -7.150 2.300 4.035 0.0 0.1 0.2 -0.359
C -8.101 3.265 2.170 0.3 -0.2 -0.1 0.484
F -9.203 2.732 2.687 -0.1 -0.1 0.1 -0.268
F -8.010 4.530 2.585 -0.1 0.2 0.1 -0.273
S -8.384 3.283 0.275 0.2 -0.1 0.0 1.340
F -6.870 2.862 -0.026 -0.2 0.0 0.1 -0.301
F -8.797 1.751 0.342 0.0 0.2 0.0 -0.295
F -9.885 3.727 0.509 0.0 0.0 0.1 -0.311
F -7.953 4.804 0.159 0.0 0.0 0.0 -0.309
F -8.661 3.266 -1.274 0.0 0.0 0.0 -0.284
C -0.089 2.087 1.160 -0.1 0.3 -0.1 -0.544
O 0.253 1.555 2.183 0.2 -0.4 0.4 -0.611
C 0.780 2.146 -0.055 0.0 -0.2 0.0 0.629
C 1.693 1.010 -0.438 0.0 0.1 0.0 -0.750
Br 0.911 -0.721 0.004 -0.1 -0.1 0.0 -0.115
C 3.134 1.127 0.097 0.0 0.0 0.2 -0.318
C 4.174 1.081 -1.026 0.0 0.2 0.0 -1.249
C 0.745 3.296 -0.725 -0.2 0.3 -0.3 0.483
C 1.539 3.670 -1.942 0.0 0.0 0.1 -0.965
C 0.636 3.932 -3.165 -0.1 0.0 0.0 -0.707
N -0.417 2.956 -3.419 0.0 0.0 0.1 -0.642
C -0.199 4.358 -0.239 0.0 -0.2 0.0 -0.110
O 0.098 5.526 -0.322 0.0 0.3 -0.1 -0.585
H -2.202 8.729 0.709 0.1 -0.1 0.0 0.401
H -2.768 7.155 1.216 0.0 0.1 -0.1 0.257
H -1.041 7.406 0.897 -0.2 -0.1 0.0 0.199
H -2.941 8.023 -1.360 0.0 -0.2 0.0 0.538
H -1.284 7.424 -1.434 -0.1 0.1 0.1 0.242
H -3.554 3.892 -0.070 0.1 0.1 0.1 0.304
H -3.107 5.200 0.996 0.1 0.1 -0.1 0.042
H -2.196 1.209 2.257 -0.1 0.0 -0.1 0.583
H -3.365 1.930 1.163 0.1 0.2 0.1 0.363
H -2.343 2.881 3.871 0.0 0.0 -0.1 0.352
H -3.058 4.068 2.799 0.0 -0.1 0.0 0.234
H -4.518 1.485 3.473 0.0 0.1 0.0 0.434
H -4.621 2.880 4.540 0.0 0.0 -0.1 0.368
H -5.664 4.249 2.824 0.1 -0.1 0.0 0.439
H -5.206 3.112 1.554 -0.1 0.1 0.0 0.056
H 1.710 0.962 -1.528 0.1 0.1 0.1 0.591
H 3.219 2.066 0.654 0.0 -0.1 0.0 0.286
H 3.314 0.327 0.817 -0.1 0.0 -0.1 0.531
H 5.118 0.660 -0.677 -0.1 0.0 -0.1 0.391
H 4.381 2.089 -1.403 0.0 -0.1 0.0 0.350
H 3.830 0.469 -1.862 0.1 -0.1 0.1 0.235
H 2.273 2.894 -2.172 0.0 0.1 0.0 0.218
H 2.074 4.601 -1.723 0.1 -0.1 0.0 0.313
H 1.284 3.990 -4.045 -0.1 0.1 0.1 0.470
H 0.154 4.905 -3.040 0.1 -0.1 -0.1 0.231
H -1.253 3.169 -2.888 0.1 0.0 0.0 0.343
H -0.135 2.008 -3.195 0.0 0.1 0.0 0.247
O 2.039 -2.762 -3.076 0.0 0.0 -0.1 -0.550
C 1.918 -3.835 -2.547 0.1 -0.1 0.2 0.827
O 1.598 -3.891 -1.242 -0.1 0.1 -0.3 -0.229
C 1.356 -5.124 -0.548 0.0 0.0 0.1 -0.398
C 2.641 -5.763 -0.072 0.1 0.0 0.0 -0.682
C 2.178 -5.120 -3.309 -0.1 0.0 0.0 -1.201
H 0.757 -5.800 -1.158 0.0 0.0 -0.1 0.303
H 0.745 -4.840 0.307 0.0 0.0 0.0 0.294
H 3.294 -6.050 -0.898 -0.1 0.0 0.0 0.322
H 2.412 -6.652 0.518 0.0 0.0 0.0 0.116
H 3.189 -5.059 0.554 0.0 0.0 0.0 0.256
H 3.241 -5.350 -3.239 0.0 0.0 0.0 0.199
H 1.930 -4.943 -4.352 0.0 0.0 0.0 0.372
H 1.622 -5.980 -2.951 0.0 0.0 0.0 0.392
O 4.933 -2.211 -1.585 0.2 -0.1 0.0 -0.532
C 5.320 -2.160 -2.719 -0.2 0.1 -0.1 0.921
O 5.565 -0.942 -3.257 0.1 -0.1 0.1 -0.355
C 6.112 -0.759 -4.568 0.0 0.0 0.0 -0.421
C 5.043 -0.789 -5.640 0.0 0.0 0.0 -0.974
C 5.466 -3.393 -3.579 0.1 0.0 0.0 -1.073
H 6.904 -1.483 -4.759 0.0 0.0 0.0 0.351
H 6.581 0.223 -4.525 0.0 0.0 0.0 0.366
H 4.553 -1.761 -5.693 0.0 0.0 0.0 0.231
H 5.484 -0.574 -6.614 0.0 0.0 0.0 0.398
H 4.281 -0.039 -5.429 0.0 0.0 0.0 0.271
H 4.501 -3.583 -4.049 0.0 0.1 0.0 0.082
H 5.709 -4.227 -2.926 0.0 0.0 0.0 0.343
H 6.218 -3.317 -4.358 0.0 0.0 0.0 0.380
O 0.686 -5.965 3.036 0.0 0.0 0.0 -0.535
C 1.388 -6.754 3.606 -0.1 0.0 0.0 0.803
O 1.579 -7.966 3.037 0.1 0.1 0.0 -0.368
C 2.522 -8.919 3.545 0.0 -0.1 0.0 -0.432
C 1.939 -9.766 4.656 -0.1 0.0 0.0 -1.000
C 2.008 -6.447 4.949 0.1 0.0 -0.1 -1.049
H 3.442 -8.421 3.851 0.0 0.0 0.0 0.379
H 2.763 -9.538 2.682 0.0 0.0 0.0 0.340
H 1.683 -9.165 5.528 0.0 0.0 0.0 0.273
H 2.660 -10.524 4.965 0.0 0.0 0.0 0.363
H 1.035 -10.267 4.310 0.0 0.0 0.0 0.301
H 1.282 -6.699 5.723 0.0 0.0 0.0 0.273
H 2.193 -5.377 4.990 -0.1 0.0 0.0 0.317
H 2.933 -6.977 5.156 0.0 0.0 0.0 0.354


No. 2
23
Properties=species:S:1:pos:R:3:forces:R:3:mulliken_charge:R:1 method="wB97M-V/def2-TZVPD" total_charge=+1 largest_force_ev_per_a=4.2 orbital_gap_ha="0.3090 / 0.2048" de_lowest_ev=6.782
C -1.798 -1.332 0.338 1.5 2.5 1.6 -0.858
C -2.218 0.473 -0.748 -1.0 0.7 -0.1 -0.859
C -1.199 0.214 0.395 -3.2 -2.6 0.6 0.672
C 3.156 0.202 0.993 -0.8 -1.8 0.1 -1.010
C 2.584 0.444 -1.379 1.0 0.7 -3.4 -1.140
C 2.127 0.422 -0.058 -1.0 0.1 2.1 0.433
N -1.414 0.922 1.565 0.2 -2.1 0.2 -0.470
N -2.757 -0.920 -0.732 0.5 -0.5 1.8 -0.032
H -1.100 -2.112 0.148 0.3 -0.6 -0.7 0.261
H -2.328 -1.547 1.250 -0.3 -0.3 0.3 0.374
H -3.172 1.062 -0.501 2.0 0.3 -0.7 0.367
H -1.763 0.539 -1.719 -0.1 1.1 -0.5 0.305
H 4.166 0.346 0.535 -0.7 0.2 1.0 0.298
H 3.031 -0.902 1.293 0.6 1.2 -0.3 0.263
H 2.881 0.734 1.912 0.8 0.2 -0.2 0.329
H 1.847 0.712 -2.171 0.3 -0.6 0.5 0.311
H 3.109 -0.497 -1.572 -0.3 -0.5 -0.6 0.303
H 3.406 1.142 -1.552 0.1 0.4 0.2 0.334
H 1.104 0.077 0.079 0.2 0.2 0.4 0.002
H -1.548 1.859 1.327 -0.3 1.8 0.7 0.225
H -1.735 0.538 2.491 0.8 0.7 -1.6 0.231
H -2.694 -1.457 -1.562 -0.2 -0.6 -1.2 0.317
H -3.685 -0.919 -0.333 -0.5 -0.4 -0.4 0.343


No. 3
20
Properties=species:S:1:pos:R:3:forces:R:3:mulliken_charge:R:1 method="wB97M-V/def2-TZVPD" total_charge=0 largest_force_ev_per_a=1.1 orbital_gap_ha=0.4001 de_lowest_ev=1.006
Rb 15.150 5.721 -26.663 0.5 -0.3 0.5 1.014
As 17.948 4.102 -24.142 -0.2 0.0 0.0 1.953
F 18.347 5.173 -22.874 0.1 0.4 0.4 -0.471
F 18.654 5.171 -25.293 0.4 0.5 -0.5 -0.476
F 17.454 3.103 -25.464 -0.3 -0.4 -0.5 -0.488
F 17.086 3.095 -23.062 -0.2 -0.3 0.3 -0.473
F 16.455 5.010 -24.416 -0.9 0.5 -0.1 -0.567
F 19.393 3.238 -23.965 0.6 -0.4 0.1 -0.470
C 10.897 8.563 -32.885 -0.4 0.1 0.1 -0.640
O 12.164 8.410 -32.234 0.0 0.2 0.2 -0.317
C 12.189 7.527 -31.244 0.3 -0.3 -0.8 0.804
O 11.296 6.806 -30.902 -0.4 0.0 0.3 -0.548
O 13.443 7.486 -30.767 0.1 0.5 0.4 -0.344
C 13.660 6.498 -29.786 0.1 -1.0 0.1 -0.550
H 11.089 9.010 -33.852 0.2 0.0 0.0 0.231
H 10.249 9.228 -32.309 0.1 0.0 0.0 0.285
H 10.390 7.606 -32.990 0.1 0.0 -0.1 0.318
H 12.729 6.164 -29.328 0.0 0.1 -0.1 0.400
H 14.335 6.853 -29.009 0.0 0.5 -0.3 0.015
H 14.131 5.636 -30.270 0.0 0.0 0.1 0.325


No. 4
16
Properties=species:S:1:pos:R:3:forces:R:3:mulliken_charge:R:1 method="wB97M-V/def2-TZVPD" total_charge=0 largest_force_ev_per_a=2.1 orbital_gap_ha=0.3268 smiles="[H]/N=N/NO.CNN" de_lowest_ev=5.980
C 0.509 1.328 -1.314 0.2 -0.2 0.5 -0.812
N 0.387 0.608 -0.057 1.6 0.0 1.0 0.009
N 0.020 1.430 1.041 0.7 0.0 -0.3 -0.723
N -0.897 -0.839 -0.142 -0.7 -1.8 -0.8 0.309
N -1.914 -0.323 0.371 0.4 -1.6 1.3 -0.719
H -0.996 1.335 1.143 -0.3 -0.3 -0.1 0.313
H 0.422 1.001 1.875 -0.2 0.1 -0.2 0.273
H -2.640 -0.265 -0.349 0.5 0.4 -0.2 0.246
H 0.748 0.612 -2.097 -0.1 0.0 0.0 0.337
H 1.291 2.087 -1.247 -0.1 0.1 -0.1 0.309
H -0.444 1.813 -1.528 0.0 -0.1 0.0 0.253
N 0.102 -1.766 0.876 0.5 2.0 -0.4 -0.380
O 0.984 -2.562 0.048 -1.6 0.3 0.2 -0.379
H 1.712 -1.999 -0.250 -0.3 0.1 0.4 0.306
H -0.452 -2.440 1.409 -0.3 0.0 -0.8 0.322
H 1.167 -0.020 0.219 -0.7 1.1 -0.5 0.335